Entry 1:
The following is a DFT calculation (the ωB97M-V functional and the def2-TZVPD basis) of C46H45IN4O2TeTi as an isolated structure in a non-equilibrium geometry.

For the HOMO energy (alpha / beta), the calculation gives 0.01 / -1.71 eV. Its expectation value of S² is 2.092. As for the energy: -3563.96919 a.u. As for the spin multiplicity: 3. The net charge is -2. For the LUMO energy (alpha / beta), the calculation gives 0.1279 / 0.1278 Ha. As for the energy relative to the best compared isomer or geometry (same formula, charge and spin): 348.7 kcal/mol.

Last column: Mulliken charge in e.
Positions of all 100 atoms, in Å:
1 Ti -0.015 0.028 0.058  -2.537
2 C -0.051 -0.463 3.575  -1.309
3 O -0.349 1.016 3.579  -0.486
4 C -1.528 1.387 2.982  1.048
5 C -2.116 2.516 3.616  -1.178
6 C -3.410 2.936 3.281  -0.545
7 C -4.191 2.233 2.396  -1.261
8 C -3.527 1.218 1.694  -0.110
9 C -2.224 0.705 1.963  -0.453
10 N -1.625 -0.287 1.127  2.668
11 N -2.461 -1.409 1.216  -1.015
12 C -1.969 -2.714 0.918  0.136
13 C -0.596 -3.024 0.549  -1.416
14 O 0.205 -2.007 0.343  1.191
15 C -0.193 -4.283 0.327  0.316
16 C -1.057 -5.336 0.398  -1.996
17 C -2.499 -5.109 0.651  0.499
18 C -3.346 -6.168 0.469  -0.726
19 C -4.716 -5.999 0.738  -0.609
20 C -5.136 -4.769 1.126  -0.587
21 C -4.339 -3.575 1.051  -0.227
22 C -2.998 -3.744 1.021  0.368
23 H 1.094 -0.795 2.392  0.389
24 H -1.035 -0.731 3.833  0.595
25 H 0.279 -0.418 4.774  0.135
26 H -1.376 3.052 4.275  0.252
27 H -3.841 3.684 3.843  0.514
28 H -5.220 2.483 2.197  0.524
29 H -3.952 0.685 0.803  0.540
30 H 0.852 -4.586 0.105  0.353
31 H -0.824 -6.232 0.303  0.978
32 H -2.946 -6.988 -0.013  0.494
33 H -5.314 -6.748 0.396  0.428
34 H -6.176 -4.482 1.212  0.321
35 H -4.818 -2.592 1.134  0.355
36 C 5.454 2.799 -3.718  -1.335
37 Te 3.903 1.759 -4.621  0.151
38 C 3.679 0.093 -3.233  -1.631
39 H 6.083 3.381 -4.387  0.363
40 H 6.231 2.128 -3.334  0.308
41 H 5.150 3.322 -3.070  0.508
42 H 4.668 -0.318 -3.116  0.544
43 H 3.232 -0.513 -3.655  0.755
44 H 3.392 0.470 -2.258  0.302
45 C -0.370 4.055 -1.748  -1.581
46 C -0.939 3.230 -0.513  3.592
47 C -0.675 4.266 0.675  -1.519
48 C -0.316 1.875 -0.308  -1.167
49 C -2.488 3.004 -0.708  -0.257
50 C -3.506 3.908 -0.378  -0.289
51 C -4.878 3.553 -0.464  -0.761
52 C -5.257 2.356 -0.992  -0.298
53 C -4.293 1.455 -1.442  -1.287
54 C -2.949 1.830 -1.352  0.191
55 H 0.588 4.484 -1.481  0.407
56 H -1.165 4.888 -1.932  0.345
57 H -0.369 3.542 -2.730  0.275
58 H 0.372 4.425 0.870  0.258
59 H -1.076 4.087 1.708  0.035
60 H -1.187 5.123 0.254  0.692
61 H 0.543 1.770 0.427  0.372
62 H -3.261 4.821 0.043  0.427
63 H -5.616 4.192 0.088  0.277
64 H -6.280 2.016 -0.954  0.313
65 H -4.446 0.560 -1.956  0.625
66 H -2.191 1.160 -1.573  0.386
67 C 4.984 2.681 1.967  -0.494
68 C 5.418 1.567 1.202  -0.934
69 C 4.443 0.683 0.673  0.220
70 C 3.101 0.840 0.990  -0.180
71 C 2.739 1.975 1.708  -0.130
72 C 3.613 2.992 2.109  -1.307
73 N 2.070 -0.175 0.622  2.270
74 C 2.840 -1.335 0.705  -1.093
75 C 3.547 -1.641 1.908  0.260
76 C 4.119 -2.876 2.003  -0.853
77 C 4.387 -3.672 0.753  -0.714
78 C 3.919 -3.304 -0.497  -1.136
79 C 3.072 -2.076 -0.409  1.286
80 H 5.755 3.296 2.365  0.400
81 H 6.702 1.613 1.094  0.050
82 H 4.914 -0.172 0.239  0.460
83 H 1.754 2.137 2.018  0.361
84 H 3.369 3.676 2.880  0.377
85 H 3.411 -0.884 2.656  0.491
86 H 4.727 -3.263 2.987  0.104
87 H 5.088 -4.339 0.950  0.579
88 H 3.975 -4.091 -1.385  0.229
89 H 2.427 -1.740 -1.357  -0.349
90 I -0.378 -4.798 -3.783  -0.131
91 C -0.362 -2.597 -3.475  -0.512
92 C 0.200 -1.684 -4.577  -0.434
93 C 0.440 -0.356 -4.328  -1.188
94 C -0.177 0.250 -3.100  0.453
95 N -0.335 -0.565 -2.052  0.649
96 C -0.434 -2.038 -2.277  -0.068
97 H 0.788 -2.131 -5.423  0.254
98 H 0.792 0.343 -5.118  0.528
99 H -0.816 1.246 -2.962  -0.114
100 H -0.707 -2.761 -1.557  0.013

Forces on atoms 1 to 6 (eV/Å):
1.2 0.3 -2.4
3.5 3.0 2.3
0.7 -0.5 -1.6
-0.5 0.2 1.0
0.9 -0.1 -0.7
1.4 -1.3 0.6


Entry 2:
The following is a DFT calculation (the ωB97M-V functional and the def2-TZVPD basis) of a 6-piece molecular cluster, C46H46BrClN9O10 overall in a non-equilibrium geometry.

For the HOMO energy, the calculation gives -9.91 eV. As for the energy: -6058.50328 a.u. The net charge is +1. For the LUMO energy, the calculation gives -0.1349 Ha.

Last column: Mulliken charge in e.
Positions of all 113 atoms, in Å:
1 C 0.100 -3.255 2.559  -0.604
2 C 1.063 -2.558 3.453  -0.098
3 C 2.639 -2.943 3.690  -0.836
4 N 3.196 -3.927 2.638  0.301
5 C 3.561 -5.286 3.159  -0.795
6 C 5.196 -5.481 3.411  -0.458
7 C 6.021 -4.062 3.448  -0.221
8 Cl 7.550 -4.313 4.528  -0.205
9 C 3.281 -3.432 1.373  0.081
10 N 2.903 -2.103 0.757  0.014
11 C 3.151 -2.015 -0.735  0.194
12 C 2.856 -0.806 -1.809  -0.463
13 C 1.631 0.212 -1.320  -0.332
14 C 1.976 0.947 0.121  0.739
15 C 3.463 1.599 0.468  -0.010
16 C 3.700 2.331 1.922  -0.490
17 C 2.498 2.397 3.076  -0.451
18 C 1.020 1.733 2.715  -0.416
19 C 0.789 1.003 1.253  -0.408
20 N 3.763 -3.383 -0.974  -0.315
21 N 3.826 -4.169 0.188  0.138
22 Br 4.587 -5.836 -0.104  0.061
23 H -0.264 -4.364 2.647  0.210
24 H -0.388 -2.597 1.690  0.191
25 H 0.636 -1.653 4.100  0.278
26 H 2.814 -3.394 4.780  0.473
27 H 3.322 -1.976 3.599  0.360
28 H 3.054 -5.507 4.217  0.412
29 H 3.175 -6.165 2.455  0.370
30 H 5.655 -6.251 2.623  0.237
31 H 5.329 -6.009 4.464  0.359
32 H 6.355 -3.733 2.350  0.261
33 H 5.429 -3.156 3.897  0.135
34 H 2.459 -1.306 -2.818  0.381
35 H 3.830 -0.174 -1.956  0.228
36 H 0.605 -0.382 -1.177  0.325
37 H 1.446 0.964 -2.206  -0.113
38 H 4.360 1.562 -0.282  0.169
39 H 4.720 2.857 2.248  0.245
40 H 2.630 2.918 4.128  0.303
41 H 0.141 1.794 3.509  0.298
42 H -0.238 0.502 0.989  0.187
43 H 4.137 -3.797 -1.874  0.287
44 C 10.605 2.601 -1.346  -0.419
45 C 10.294 2.043 -0.105  -0.472
46 C 8.972 1.716 0.202  -0.317
47 C 7.966 1.948 -0.746  0.190
48 C 8.275 2.515 -1.990  -0.249
49 C 9.600 2.841 -2.285  -0.551
50 N 6.578 1.582 -0.438  1.089
51 O 6.342 1.100 0.679  -0.565
52 O 5.723 1.772 -1.315  -0.700
53 H 11.638 2.850 -1.584  0.375
54 H 11.082 1.860 0.621  0.369
55 H 8.745 1.281 1.173  0.409
56 H 7.504 2.706 -2.733  0.420
57 H 9.851 3.279 -3.248  0.376
58 C -1.356 1.756 -5.422  -0.062
59 C -0.230 1.824 -4.600  -0.607
60 C 1.033 2.025 -5.159  -0.270
61 C 1.158 2.162 -6.548  -0.136
62 C 0.031 2.087 -7.377  -0.420
63 C -1.228 1.883 -6.806  -0.342
64 N 2.481 2.399 -7.139  0.989
65 O 3.456 2.440 -6.375  -0.594
66 O 2.545 2.548 -8.368  -0.578
67 H -2.340 1.605 -4.981  0.231
68 H -0.338 1.722 -3.522  0.415
69 H 1.901 2.075 -4.504  0.571
70 H 0.113 2.187 -8.457  0.441
71 H -2.109 1.826 -7.441  0.408
72 C -5.881 -3.235 3.370  -0.445
73 C -4.643 -3.517 2.791  -0.590
74 C -3.642 -2.544 2.768  0.192
75 C -3.892 -1.287 3.336  -0.052
76 C -5.136 -0.998 3.912  -0.485
77 C -6.130 -1.979 3.926  -0.436
78 N -2.836 -0.268 3.339  0.948
79 O -1.755 -0.555 2.802  -0.528
80 O -3.083 0.819 3.880  -0.592
81 H -6.656 -4.000 3.390  0.385
82 H -4.457 -4.498 2.358  0.379
83 H -2.683 -2.779 2.313  0.243
84 H -5.345 -0.026 4.352  0.551
85 H -7.098 -1.766 4.373  0.388
86 C -7.261 5.472 3.295  -0.360
87 C -7.314 4.819 2.063  -0.473
88 C -7.543 3.443 2.009  -0.424
89 C -7.721 2.727 3.202  0.126
90 C -7.660 3.379 4.441  -0.247
91 C -7.428 4.755 4.481  -0.527
92 N -7.987 1.285 3.151  1.015
93 O -8.015 0.741 2.037  -0.584
94 O -8.173 0.694 4.224  -0.580
95 H -7.088 6.546 3.332  0.369
96 H -7.181 5.384 1.143  0.378
97 H -7.582 2.949 1.041  0.523
98 H -7.792 2.835 5.374  0.419
99 H -7.382 5.271 5.438  0.373
100 C -6.528 -1.762 -4.980  -0.365
101 C -5.398 -1.114 -5.482  -0.506
102 C -5.161 0.225 -5.166  0.006
103 C -6.064 0.908 -4.339  -0.032
104 C -7.203 0.262 -3.840  -0.296
105 C -7.430 -1.077 -4.165  -0.494
106 N -5.807 2.308 -3.983  0.989
107 O -4.799 2.850 -4.460  -0.586
108 O -6.610 2.867 -3.222  -0.582
109 H -6.705 -2.808 -5.224  0.373
110 H -4.700 -1.654 -6.118  0.374
111 H -4.276 0.716 -5.566  0.312
112 H -7.914 0.781 -3.201  0.441
113 H -8.310 -1.588 -3.779  0.374

Forces on atoms 1 to 6 (eV/Å):
1.5 1.7 1.1
-1.7 -1.1 -1.2
-0.5 0.3 1.2
-1.0 1.4 0.2
0.8 -2.2 0.2
0.2 -0.4 0.5